Entry from the Open Molecules 2025 dataset: 9 unconnected molecules or ions with the total composition C17H52N8O9 in a non-equilibrium geometry (wB97M-V/def2-TZVPD).

* SMILES: NC(N)=O.NC(N)=O.NC(N)=O.NC(N)=O.CC(C)O.CC(C)O.CC(C)O.CCO.CCO
* E: -48823.456 eV
* E_LUMO: 0.2 eV
* frontier orbital gap: 9.4 eV
* 2S+1: 1
* relative energy (zero: lowest compared OMol25 entry of this formula, charge and spin): 48.92 kcal per mole
* largest force on an atom: 0.0421 hartree/bohr

Atoms and positions in Å:
N 0.14760 -3.49307 -3.04697
C -0.19611 -4.56791 -2.28061
N -0.71481 -5.62538 -2.95692
O 0.01420 -4.59359 -1.06220
H -0.13924 -3.54011 -4.00627
H 0.23672 -2.62265 -2.54723
H -1.24360 -5.55078 -3.80407
H -0.88655 -6.45481 -2.41333
N -0.33978 -2.05182 0.78429
C -0.97209 -0.85382 0.52093
N -0.35728 0.19718 1.09728
O -1.95813 -0.69374 -0.21886
H 0.10010 -2.06016 1.68828
H -0.56123 -2.95910 0.38888
H -0.57516 1.13973 0.83305
H 0.26916 -0.01992 1.86978
N -3.16385 -3.81510 -0.14909
C -3.41668 -5.14888 0.04978
N -3.46942 -5.85331 -1.12323
O -3.64723 -5.65730 1.14270
H -3.01007 -3.25545 0.66724
H -3.01057 -3.49898 -1.08339
H -3.31630 -6.84029 -1.11488
H -3.56410 -5.25598 -1.91990
N -3.35393 -0.66432 -2.78686
C -4.66304 -0.94237 -2.45083
N -4.79372 -1.21060 -1.12270
O -5.55158 -0.97500 -3.29454
H -2.62353 -0.91079 -2.13849
H -3.15553 -0.30611 -3.69975
H -5.59505 -1.77784 -0.91260
H -3.99103 -1.05161 -0.53520
C 3.94543 -2.81178 0.33126
C 3.24851 -1.48895 0.00803
C 4.16729 -0.44287 -0.68193
O 2.17642 -1.79495 -0.88291
H 4.79302 -2.68585 1.00613
H 4.27188 -3.29026 -0.58936
H 3.14940 -3.39877 0.79125
H 2.85776 -0.96054 0.87780
H 4.31210 -0.69214 -1.73278
H 5.15158 -0.51304 -0.21345
H 3.71975 0.54346 -0.57626
H 1.35913 -1.67428 -0.37573
C 1.08813 5.41868 -0.84129
C 2.03473 4.92860 0.24286
C 1.87330 3.46134 0.62052
O 3.35353 5.14813 -0.31734
H 1.17519 6.50395 -0.91196
H 0.05930 5.24777 -0.50234
H 1.19294 5.00241 -1.83968
H 1.90355 5.62732 1.07287
H 2.14015 2.81978 -0.22072
H 0.89065 3.36472 1.08470
H 2.60629 3.13852 1.37035
H 3.93844 4.46268 0.01928
C 1.82560 1.54368 4.25189
C 2.52054 0.30928 3.73080
C 3.24865 -0.39692 4.88532
O 1.51886 -0.62542 3.20942
H 0.95758 1.23749 4.83170
H 1.53701 2.19167 3.41523
H 2.42165 2.26107 4.81906
H 3.25262 0.37312 2.92998
H 3.16037 -1.48942 4.88241
H 2.86546 -0.13830 5.87359
H 4.32247 -0.23648 4.78343
H 1.27355 -1.18000 3.95832
C -0.24634 2.43194 -2.24709
C 0.64423 1.25621 -2.63072
O 0.20677 0.63559 -3.82117
H -1.25413 2.03108 -2.11197
H -0.26659 3.19184 -3.03086
H 0.01211 2.91773 -1.30756
H 0.63512 0.51427 -1.82766
H 1.70934 1.51220 -2.70652
H 0.24026 1.27176 -4.54159
C -2.90828 3.08328 0.76393
C -3.56760 4.23576 1.50105
O -2.63802 5.08353 2.14380
H -2.51479 2.29090 1.39362
H -2.19233 3.48347 0.03728
H -3.61264 2.65652 0.04145
H -4.33137 3.81846 2.16442
H -4.19141 4.82458 0.82064
H -2.53530 5.91107 1.67418

Entry from the Open Molecules 2025 dataset: 9 unconnected molecules or ions with the total composition C17H54N19O9Si in a non-equilibrium geometry (wB97M-V/def2-TZVPD).

* E: -73124.546 eV
* E_LUMO: -4.3 eV
* frontier orbital gap: 6.6 eV
* 2S+1: 1
* relative energy (zero: lowest compared OMol25 entry of this formula, charge and spin): 44.42 kcal per mole
* total charge: +1
* largest force on an atom: 0.0726 hartree/bohr

Atoms and positions in Å:
C -0.57517 1.71136 -1.10841
Si -0.43021 0.40061 0.27460
C -0.92571 1.22019 1.94383
C 1.43190 -0.07931 0.48558
O -1.33012 -1.03766 -0.03241
C -0.95103 -1.64488 -1.29699
C -0.19130 -3.00811 -1.03683
C 0.89041 -3.36159 -2.17073
C 2.34436 -2.90264 -1.76767
C 2.84761 -1.59104 -2.46995
N 2.57007 -1.78044 -3.95998
C 1.12959 -1.76971 -4.02827
N 0.46608 -0.73149 -4.53435
N 0.44736 -2.93996 -3.53632
H -1.40589 2.41601 -0.81385
H 0.34815 2.34206 -1.24736
H -0.86388 1.25751 -2.10455
H -1.74468 0.62778 2.44690
H -1.34781 2.25612 1.77900
H -0.04011 1.24597 2.62778
H 2.10098 0.39611 -0.28036
H 1.79747 0.16822 1.52201
H 1.50837 -1.19481 0.37272
H -0.41075 -0.92523 -1.96959
H -1.93453 -1.88468 -1.80214
H -0.97061 -3.82547 -1.13082
H 0.22155 -3.09595 -0.00066
H 0.91103 -4.49241 -2.18704
H 2.51349 -2.77392 -0.66526
H 3.04663 -3.73214 -2.08557
H 2.25108 -0.67316 -2.18406
H 3.94816 -1.43084 -2.27391
H 2.95482 -0.97069 -4.45830
H 0.67610 0.17979 -4.12550
H -0.21729 -0.89259 -5.28540
H 0.59050 -3.73129 -4.17680
C -0.82897 1.85849 5.92253
O -0.45023 2.30112 4.84033
N -2.06539 2.10118 6.41845
N -0.03779 1.08556 6.71557
H -2.39723 1.75001 7.29714
H -2.67772 2.66849 5.86107
H 0.88738 0.88296 6.38331
H -0.32822 0.71538 7.60130
C -4.09376 4.15522 -0.52864
O -2.95514 4.60007 -0.49067
N -4.44772 3.00472 0.11124
N -5.09658 4.76556 -1.20662
H -5.37334 2.61689 0.09568
H -3.72686 2.52741 0.62439
H -4.87100 5.61761 -1.68873
H -6.03724 4.41845 -1.24684
C 6.14474 -5.24893 -1.98042
O 6.10156 -4.43474 -1.06391
N 6.67982 -6.48901 -1.83325
N 5.66185 -4.97468 -3.21744
H 6.72578 -7.16811 -2.56950
H 7.04789 -6.72518 -0.92853
H 5.26263 -4.06529 -3.36016
H 5.68698 -5.62041 -3.98386
C -2.93767 -1.42243 -6.64252
O -1.78719 -0.98956 -6.64232
N -3.29598 -2.54933 -5.97532
N -3.94243 -0.80827 -7.31053
H -4.22862 -2.91820 -5.96375
H -2.57564 -3.03175 -5.46831
H -3.71279 0.02970 -7.81641
H -4.88795 -1.14192 -7.32620
C 8.35761 -2.49118 -4.17794
O 7.68662 -3.32509 -4.77207
N 9.00949 -1.48448 -4.81988
N 8.50671 -2.50124 -2.82638
H 9.56411 -0.79157 -4.35330
H 8.92196 -1.44616 -5.81988
H 8.03695 -3.23175 -2.31580
H 9.05133 -1.82842 -2.32028
C -4.66180 -0.08807 7.00883
O -4.16573 0.92830 7.47780
N -5.59660 -0.81744 7.67020
N -4.31574 -0.56930 5.78590
H -6.01516 -1.65202 7.30459
H -5.87578 -0.48959 8.57830
H -3.62441 -0.05296 5.26889
H -4.70733 -1.39869 5.38102
C -7.13704 5.40035 2.32357
O -7.49530 5.62445 1.17579
N -7.87347 5.76893 3.40555
N -5.97103 4.76211 2.61210
H -7.59839 5.59508 4.35378
H -8.74154 6.24287 3.22897
H -5.40228 4.47652 1.83252
H -5.65606 4.56568 3.54346
C 3.81197 3.63677 3.90191
O 4.94641 4.08761 3.93420
N 3.45883 2.48933 4.53968
N 2.79987 4.23931 3.22617
H 2.53054 2.10587 4.52337
H 4.17713 2.00983 5.05239
H 3.01607 5.09109 2.73993
H 1.86223 3.88111 3.19022

Entry from the Open Molecules 2025 dataset: 11 unconnected molecules or ions with the total composition C17H56N4O11 in a non-equilibrium geometry (wB97M-V/def2-TZVPD).

* SMILES: NC(N)=O.NC(N)=O.CCO.CCO.CCO.CCO.CCO.CCO.CO.CO.CO
* E: -47014.470 eV
* E_LUMO: 0.4 eV
* frontier orbital gap: 9.2 eV
* 2S+1: 1
* relative energy (zero: lowest compared OMol25 entry of this formula, charge and spin): 113.23 kcal per mole
* largest force on an atom: 0.1636 hartree/bohr

Atoms and positions in Å:
N -0.53750 -3.51160 0.07199
C -0.27756 -3.86849 1.27804
N -0.66282 -5.07991 1.68735
O 0.41455 -2.99747 2.13997
H -0.42251 -2.56068 -0.13111
H -1.15263 -3.93458 -0.60623
H -0.35294 -5.44631 2.64271
H -1.35470 -5.55841 1.14930
N -1.19588 5.36668 -0.71347
C -1.52981 4.12864 -0.68861
N -1.76717 3.52739 -1.82948
O -1.58703 3.26380 0.38855
H -1.21328 5.82626 0.22835
H -1.23077 5.94537 -1.49544
H -1.82843 2.45319 -1.67821
H -1.81376 3.81727 -2.77640
C -2.67083 -2.04329 2.67392
C -4.03332 -2.60465 2.98042
O -4.61628 -1.82479 4.01847
H -2.31761 -2.43367 1.69073
H -1.92232 -2.26012 3.45687
H -2.54917 -0.95772 2.65581
H -4.04968 -3.76204 3.16902
H -4.72590 -2.48261 2.15129
H -4.56549 -0.91866 3.73891
C 3.00661 -2.20856 0.62608
C 3.35933 -0.97382 1.37257
O 4.71016 -0.85927 1.61054
H 3.43453 -2.09845 -0.36489
H 1.96079 -2.27258 0.49878
H 3.22789 -3.12921 1.14730
H 2.93228 -0.90588 2.37763
H 2.98263 -0.12265 0.84179
H 5.19878 -0.54009 0.86443
C -1.16909 0.51159 -5.22968
C -0.10294 0.96821 -4.18791
O 0.40345 -0.22289 -3.47733
H -1.58358 1.39948 -5.71759
H -1.93406 -0.07020 -4.74178
H -0.87298 -0.13775 -6.02428
H -0.62455 1.59181 -3.49142
H 0.66256 1.57556 -4.68547
H 1.12542 0.07347 -2.84314
C 4.22181 1.46607 -2.64817
C 3.35807 0.26533 -2.20520
O 2.31410 0.75983 -1.42314
H 4.58468 2.13673 -1.85277
H 3.70581 1.99540 -3.45989
H 4.95637 0.99852 -3.21116
H 3.95797 -0.27099 -1.53655
H 2.97694 -0.28304 -3.03205
H 2.64798 1.42425 -0.77448
C -0.94496 1.24427 3.41598
C -0.06701 0.11323 3.89617
O 0.44293 0.74599 5.03930
H -1.81424 1.39046 4.10684
H -1.44037 0.87393 2.64487
H -0.41678 2.19040 3.15982
H 0.73688 -0.28055 3.23751
H -0.65035 -0.78709 4.21956
H 1.21568 0.13058 5.21746
C 1.30788 2.81346 1.26802
C 2.71609 3.30077 1.34582
O 3.54222 2.38741 0.70697
H 1.02074 2.53153 0.23089
H 0.61505 3.64924 1.41945
H 1.22368 2.02852 2.02987
H 2.97936 3.53272 2.40248
H 2.86007 4.16823 0.70074
H 4.41743 2.65219 0.64046
C -3.06104 0.43952 -0.68041
O -2.01827 0.66636 -1.63760
H -2.96290 0.86937 0.23822
H -3.28839 -0.63045 -0.54646
H -3.92985 0.97349 -0.91828
H -1.40311 -0.04581 -1.68361
C -1.90028 -2.45337 -2.66536
O -2.27209 -3.79560 -2.78355
H -2.43428 -1.89641 -3.39562
H -0.86906 -2.29084 -2.70897
H -2.45712 -2.21356 -1.74722
H -3.20486 -3.78803 -2.86264
C -0.07458 -0.25124 0.49813
O 0.17122 -0.96517 -0.68608
H -0.85010 -0.63656 1.16875
H -0.36040 0.78426 0.24129
H 0.82022 -0.07168 0.99742
H 0.87249 -0.53406 -1.14520